1.
Computed, not measured: a 7-piece molecular cluster, C9H32N8O7 overall, with wB97M-V/def2-TZVPD.

Bonds (Å) are listed after each position.
Element x y z (Å)
1 C 0.26957 4.04170 -0.91102  C2 1.583, H4 1.106, H5 1.046, H6 1.085
2 C -0.88643 2.97070 -1.06102  C1 1.583, O3 1.446, H7 1.120, H8 1.119
3 O -0.93443 2.57570 -2.45102  C2 1.446, H9 0.978
4 H 0.19457 4.84270 -1.67002  C1 1.106
5 H 1.17357 3.51970 -0.97302  C1 1.046
6 H 0.07857 4.43570 0.08198  C1 1.085
7 H -1.89643 3.33070 -0.73702  C2 1.120
8 H -0.80443 2.00070 -0.51002  C2 1.119
9 H -1.81443 2.23670 -2.71202  O3 0.978
10 C -3.18043 1.35070 1.42798  C11 1.509, H13 1.079, H14 1.064, H15 1.096
11 C -4.02043 1.63670 0.20698  C10 1.509, O12 1.387, H16 1.076, H17 1.116
12 O -4.62643 2.88370 0.25398  C11 1.387, H18 0.957
13 H -2.50543 2.12970 1.74798  C10 1.079
14 H -2.66543 0.46770 1.13098  C10 1.064
15 H -3.83043 1.15070 2.28698  C10 1.096
16 H -4.69043 0.81370 0.02998  C11 1.076
17 H -3.39343 1.72070 -0.71202  C11 1.116
18 H -4.79143 3.16170 -0.64702  O12 0.957
19 C -0.09343 -3.05230 1.33798  O20 1.325, N21 1.308, N22 1.314
20 O -0.07143 -4.37330 1.43998  C19 1.325
21 N 0.72157 -2.39330 0.55498  C19 1.308, H23 1.023, H24 0.995
22 N -1.06343 -2.34030 1.86598  C19 1.314, H25 1.016, H26 1.033
23 H 1.52857 -2.91730 0.20698  N21 1.023
24 H 0.86057 -1.41030 0.62598  N21 0.995
25 H -1.84143 -2.78130 2.34798  N22 1.016
26 H -0.94243 -1.31430 1.88098  N22 1.033
27 C 3.73557 -2.55230 0.69298  O28 1.399, N29 1.290, N30 1.325
28 O 3.56257 -2.42030 2.07498  C27 1.399
29 N 3.23057 -3.50830 -0.01102  C27 1.290, H31 1.042, H32 1.002
30 N 4.34857 -1.63430 -0.03902  C27 1.325, H33 1.014, H34 1.046
31 H 2.99557 -4.39730 0.47898  N29 1.042
32 H 3.08357 -3.49230 -1.00202  N29 1.002
33 H 4.78757 -0.87830 0.47498  N30 1.014
34 H 4.72557 -2.00630 -0.94102  N30 1.046
35 C -1.97443 -0.84130 -1.22602  O36 1.368, N37 1.267, N38 1.302
36 O -2.61343 -0.14730 -2.21702  C35 1.368
37 N -0.71143 -0.93630 -1.21402  C35 1.267, H39 0.991, H40 1.026
38 N -2.55743 -1.50230 -0.26702  C35 1.302, H41 1.014, H42 1.031
39 H -0.21443 -0.40930 -1.89002  N37 0.991
40 H -0.23843 -1.69130 -0.70602  N37 1.026
41 H -3.56143 -1.44430 -0.14002  N38 1.014
42 H -2.00843 -1.96730 0.47198  N38 1.031
43 C 1.89457 0.52570 -1.45002  O44 1.394, N45 1.311, N46 1.247
44 O 1.46357 0.76470 -0.14602  C43 1.394
45 N 1.26157 0.89070 -2.53802  C43 1.311, H47 0.993, H48 1.058
46 N 2.96457 -0.05130 -1.72902  C43 1.247, H49 1.019, H50 1.040
47 H 0.48157 1.48870 -2.39902  N45 0.993
48 H 1.56857 0.81470 -3.54802  N45 1.058
49 H 3.48957 -0.50430 -0.98302  N46 1.019
50 H 3.32057 0.06370 -2.69902  N46 1.040
51 C 1.18657 0.16370 2.92298  O52 1.398, H53 1.087, H54 1.091, H55 1.066
52 O 0.01757 0.28870 2.16698  C51 1.398, H56 0.983
53 H 1.70757 1.07070 3.21998  C51 1.087
54 H 1.93657 -0.50330 2.49498  C51 1.091
55 H 1.01957 -0.32630 3.85498  C51 1.066
56 H 0.32257 0.45570 1.24798  O52 0.983

The SMILES is NC(N)=O.NC(N)=O.NC(N)=O.NC(N)=O.CCO.CCO.CO. For the frontier orbital gap, the calculation gives 8.41 eV. The value obtained for the relative energy (zero: lowest compared OMol25 entry of this formula, charge and spin) is 244.4 kJ/mol. The value obtained for the LUMO energy is -0.405 eV.

2.
Computed, not measured: a 9-piece molecular cluster, C9H33N12O11 overall, with wB97M-V/def2-TZVPD.

Bonds (Å) are listed after each position.
Element x y z (Å)
1 O -4.90040 12.48270 20.71332  C2 1.353, H5 0.960
2 C -3.84819 11.68218 20.42662  O1 1.353, O3 1.260, O4 1.260
3 O -3.37056 11.66747 19.26079  C2 1.260
4 O -3.35554 10.92952 21.30867  C2 1.260
5 H -5.11290 12.58573 19.78282  O1 0.960
6 C -1.53736 13.85972 21.72349  O7 1.425, H8 1.090, H9 1.090, H10 1.090
7 O -0.96053 14.70640 22.71417  C6 1.425, H11 0.960
8 H -1.57450 14.34783 20.74959  C6 1.090
9 H -1.09811 12.86659 21.62939  C6 1.090
10 H -2.55033 13.59407 22.02585  C6 1.090
11 H -1.61260 14.70201 23.41872  O7 0.960
12 C -5.06000 7.86030 20.36879  O13 1.457, H14 1.090, H15 1.090, H16 1.090
13 O -4.27121 8.07854 21.57371  C12 1.457, H17 0.960
14 H -4.38009 8.17603 19.57750  C12 1.090
15 H -5.22298 6.78258 20.37620  C12 1.090
16 H -5.99705 8.41672 20.38963  C12 1.090
17 H -3.96347 8.98553 21.50834  O13 0.960
18 C -5.39950 11.62211 15.69930  O19 1.192, N20 1.286, N21 1.343
19 O -5.78692 11.20512 14.65214  C18 1.192
20 N -5.67893 12.79172 16.15535  C18 1.286, H22 1.010, H23 1.010
21 N -4.64244 10.90876 16.54877  C18 1.343, H24 1.010, H25 1.010
22 H -6.36013 13.32222 15.63128  N20 1.010
23 H -5.45810 13.22637 17.03989  N20 1.010
24 H -4.30674 10.03285 16.17434  N21 1.010
25 H -4.30260 11.35810 17.38705  N21 1.010
26 C -6.66615 14.99471 23.35190  O27 1.263, N28 1.283, N29 1.312
27 O -7.78456 14.66068 22.86992  C26 1.263
28 N -5.53364 14.46953 23.05366  C26 1.283, H30 1.010, H31 1.010
29 N -6.56037 15.93724 24.25839  C26 1.312, H32 1.010, H33 1.010
30 H -4.79266 14.44858 23.73968  N28 1.010
31 H -5.63843 13.77373 22.32911  N28 1.010
32 H -7.50021 16.18661 24.53157  N29 1.010
33 H -5.96535 16.74783 24.16349  N29 1.010
34 C -1.04363 9.06927 18.56574  O35 1.249, N36 1.296, N37 1.346
35 O -0.31165 8.14720 18.14977  C34 1.249
36 N -2.01643 9.61585 17.90645  C34 1.296, H38 1.010, H39 1.010
37 N -0.92436 9.59546 19.79913  C34 1.346, H40 1.010, H41 1.010
38 H -2.32154 9.10528 17.09016  N36 1.010
39 H -2.45690 10.43628 18.29759  N36 1.010
40 H -1.60670 10.19469 20.24120  N37 1.010
41 H -0.21779 9.31191 20.46281  N37 1.010
42 C -1.72174 10.23359 24.68456  O43 1.211, N44 1.301, N45 1.307
43 O -1.11834 10.40289 25.72080  C42 1.211
44 N -2.16212 11.22999 23.97347  C42 1.301, H46 1.010, H47 1.010
45 N -2.05735 9.13372 24.06362  C42 1.307, H48 1.010, H49 1.010
46 H -2.74012 11.08432 23.15812  N44 1.010
47 H -1.99290 12.14403 24.36844  N44 1.010
48 H -1.96072 8.19088 24.41264  N45 1.010
49 H -2.47765 9.16918 23.14591  N45 1.010
50 C -1.13832 13.50544 16.96243  O51 1.212, N52 1.307, N53 1.286
51 O -0.31839 14.06437 16.26650  C50 1.212
52 N -2.37685 13.22614 16.65050  C50 1.307, H54 1.010, H55 1.010
53 N -0.90680 13.04886 18.14200  C50 1.286, H56 1.010, H57 1.010
54 H -2.86970 12.84340 17.44467  N52 1.010
55 H -2.84271 13.39660 15.77072  N52 1.010
56 H 0.05357 12.79560 18.32548  N53 1.010
57 H -1.68089 12.57042 18.58016  N53 1.010
58 C -4.28819 15.16106 18.80765  O59 1.224, N60 1.309, N61 1.266
59 O -5.12672 14.39510 18.35189  C58 1.224
60 N -3.61786 16.09352 18.17870  C58 1.309, H62 1.010, H63 1.010
61 N -4.00954 15.29298 20.03530  C58 1.266, H64 1.010, H65 1.010
62 H -3.00672 16.76332 18.62365  N60 1.010
63 H -3.52498 15.99822 17.17750  N60 1.010
64 H -3.35945 15.98098 20.38765  N61 1.010
65 H -4.29931 14.46418 20.53451  N61 1.010

For the frontier orbital gap, the calculation gives 8.81 eV. Its charge is -1. The value obtained for the relative energy (zero: lowest compared OMol25 entry of this formula, charge and spin) is 261.1 kJ/mol. The value obtained for the LUMO energy is 1.750 eV.

3.
Computed, not measured: a 8-piece molecular cluster, C9H34F6NO6P overall, with wB97M-V/def2-TZVPD.

Bonds (Å) are listed after each position.
Element x y z (Å)
1 N -0.00729 3.26909 2.36660  H2 1.010, H3 1.010, H4 1.010, H5 1.010
2 H 0.12539 4.18705 1.96678  N1 1.010
3 H 0.35023 2.52997 1.77841  N1 1.010
4 H -0.98627 3.02376 2.40538  N1 1.010
5 H 0.40640 3.23111 3.28721  N1 1.010
6 P 2.16685 1.05185 -0.27017  F7 1.638, F8 1.590, F9 1.632, F10 1.612, F11 1.658, F12 1.663
7 F 2.55654 -0.31593 0.54291  P6 1.638
8 F 1.26405 0.22535 -1.28569  P6 1.590
9 F 0.88920 1.19782 0.73539  P6 1.632
10 F 1.70281 2.40194 -1.01947  P6 1.612
11 F 2.88334 2.04399 0.84841  P6 1.658
12 F 3.47911 0.86487 -1.27375  P6 1.663
13 C -0.71499 -2.24242 2.46564  C14 1.552, H17 1.090, H18 1.090, H19 1.090
14 C -1.30479 -0.81210 2.34617  C13 1.552, C15 1.602, O16 1.455, H20 1.090
15 C -2.88751 -0.77977 2.59447  C14 1.602, H21 1.090, H22 1.090, H23 1.090
16 O -0.75652 0.05902 3.37491  C14 1.455, H24 0.960
17 H -1.18921 -2.87875 1.71845  C13 1.090
18 H -0.81520 -2.70560 3.44724  C13 1.090
19 H 0.35542 -2.13231 2.29183  C13 1.090
20 H -1.20169 -0.48421 1.31178  C14 1.090
21 H -3.40966 -1.47249 1.93448  C15 1.090
22 H -3.14695 0.23459 2.29143  C15 1.090
23 H -3.02418 -1.01625 3.64970  C15 1.090
24 H 0.18680 -0.11564 3.41018  O16 0.960
25 C 1.51760 -3.33760 -1.91036  C26 1.551, H29 1.090, H30 1.090, H31 1.090
26 C 1.13667 -4.76555 -1.44020  C25 1.551, C27 1.550, O28 1.383, H32 1.090
27 C 0.74668 -4.91510 0.05288  C26 1.550, H33 1.090, H34 1.090, H35 1.090
28 O 0.23743 -5.32667 -2.32848  C26 1.383, H36 0.960
29 H 0.68239 -2.63724 -1.91577  C25 1.090
30 H 1.81132 -3.45112 -2.95389  C25 1.090
31 H 2.28330 -2.90063 -1.26937  C25 1.090
32 H 1.92687 -5.51072 -1.53179  C26 1.090
33 H 0.20621 -5.82614 0.30981  C27 1.090
34 H 0.11955 -4.06886 0.33338  C27 1.090
35 H 1.58073 -4.90646 0.75458  C27 1.090
36 H 0.25905 -4.85255 -3.16295  O28 0.960
37 C -1.31749 3.76209 -0.87114  C38 1.442, H41 1.090, H42 1.090, H43 1.090
38 C -2.63814 3.80455 -0.29326  C37 1.442, C39 1.575, O40 1.367, H44 1.090
39 C -3.55888 2.69375 -0.92406  C38 1.575, H45 1.090, H46 1.090, H47 1.090
40 O -2.63978 3.67956 1.06848  C38 1.367, H48 0.960
41 H -1.25667 3.33155 -1.87067  C37 1.090
42 H -0.72365 2.99228 -0.37833  C37 1.090
43 H -0.74677 4.68958 -0.82501  C37 1.090
44 H -3.14117 4.75003 -0.49605  C38 1.090
45 H -3.44938 2.73658 -2.00770  C39 1.090
46 H -4.62552 2.90403 -0.84551  C39 1.090
47 H -3.24019 1.70611 -0.59075  C39 1.090
48 H -3.35794 4.23844 1.37428  O40 0.960
49 O 4.07927 -2.75271 0.75839  H50 0.957, H51 0.957
50 H 3.84536 -1.90101 0.38946  O49 0.957
51 H 5.00957 -2.67527 0.96998  O49 0.957
52 O 1.43786 -0.05537 -4.07555  H53 0.957, H54 0.957
53 H 1.91192 -0.30873 -3.28353  O52 0.957
54 H 1.37687 0.89850 -4.02394  O52 0.957
55 O 0.99518 2.61496 -3.50967  H56 0.957, H57 0.957
56 H 1.51569 3.33725 -3.86120  O55 0.957
57 H 1.09421 2.68756 -2.56038  O55 0.957

For the frontier orbital gap (alpha / beta), the calculation gives 9.55 / 3.25 eV. Its charge is +1. The spin multiplicity is 2. The value obtained for the LUMO energy (alpha / beta) is -2.700 / -8.995 eV.

| no. | maximum force (eV/Å) | electronic energy (Eh) |
| --- | --- | --- |
| 1 | 9.46 | -1326.79731 |
| 2 | 6.50 | -1847.71930 |
| 3 | 4.39 | -1809.88212 |